18
Properties=species:S:1:pos:R:3 method="wB97M-V/def2-TZVPD" homo_energy_ha=-0.327 spin_multiplicity=1 relative_energy_kcal_mol=14.6 orbital_gap_ev=9.512 smiles="C[C@@H](N)C=C=N.N=C=S" charge=0 lumo_energy_ha=0.023
C 1.211 -0.229 -0.803
C -0.232 0.045 -0.376
N -0.752 -0.964 0.557
C -0.379 1.396 0.272
C 0.568 2.273 0.416
N 1.369 3.181 0.368
H 1.875 -0.195 0.059
H 1.288 -1.210 -1.269
H 1.538 0.521 -1.517
H -0.880 0.003 -1.262
H -0.256 -0.907 1.443
H -0.623 -1.900 0.180
H -1.368 1.647 0.627
H 2.020 3.380 1.120
N -3.435 -0.697 0.827
C -4.324 -0.108 0.298
S -5.605 0.587 -0.260
H -2.410 -0.784 0.766